The following is a quantum chemistry calculation of 2 unconnected molecules or ions with the total composition C3H6O2, from the OMol25 dataset.

```
11
Properties=species:S:1:pos:R:3
O 1.0580 -1.2313 1.1564
C 0.2697 -0.3182 1.1068
C -0.2673 0.2350 -0.1716
C -0.2026 1.6932 -0.3492
O -1.4204 1.0513 -0.0404
H -0.0957 0.1967 2.0202
H -0.2296 -0.4216 -1.0399
H 0.2111 2.3162 0.4445
H -0.1060 2.0880 -1.3587
H 0.5701 -2.6832 -0.6233
H 0.2215 -3.0093 -1.1951
```

Values from the calculation:
E = -268.29007 hartree
HOMO-LUMO gap = 10.998 eV
maximum force = 0.6 eV/Å
SMILES string = O=C[C@@H]1CO1.[H][H]
spin multiplicity = 1



The following is a quantum chemistry calculation of C3H6O2 in the gas phase, from the OMol25 dataset.

```
11
Properties=species:S:1:pos:R:3
C -1.4575 -0.4736 -0.3779
C -0.3313 0.0487 0.1014
O -0.2811 0.9748 1.1025
C 1.0625 -0.2866 -0.4027
O 2.0940 0.3260 0.3280
H -2.4314 -0.2051 0.0235
H -1.4343 -1.1845 -1.1971
H -1.1811 1.2313 1.3456
H 1.1237 0.0058 -1.4609
H 1.1951 -1.3748 -0.3601
H 1.6864 0.9535 0.9394
```

Values from the calculation:
E = -268.35098 hartree
HOMO-LUMO gap = 9.720 eV
maximum force = 0.4 eV/Å
SMILES string = C=C(O)CO
spin multiplicity = 1



The following is a quantum chemistry calculation of C3H6O2 in the gas phase at a distorted geometry, from the OMol25 dataset.

```
11
Properties=species:S:1:pos:R:3
C 1.2219 -0.3563 0.0406
C -0.0364 0.4813 0.2701
O -0.1341 1.3479 -0.8404
C -1.2524 -0.4279 0.3112
O -2.0528 -0.4531 -0.5958
H 2.1489 0.1412 0.3504
H 1.2244 -1.3617 0.4742
H 1.1495 -0.3758 -1.0506
H 0.0112 1.0546 1.2058
H -0.8991 1.0362 -1.3563
H -1.3812 -1.0864 1.1907
```

Values from the calculation:
E = -268.36270 hartree
HOMO-LUMO gap = 11.317 eV
maximum force = 1.1 eV/Å
SMILES string = C[C@@H](O)C=O
spin multiplicity = 1



The following is a quantum chemistry calculation of a gas-phase ion, C3H6O2 (charge +1) at a distorted geometry, from the OMol25 dataset.

```
11
Properties=species:S:1:pos:R:3
O 1.7970 -1.2329 0.0416
C 1.1990 -0.5553 -0.7208
C -0.2726 -0.2361 -0.6031
C -0.4905 0.8006 0.5310
O -1.8821 0.8587 0.6537
H 1.7531 -0.0670 -1.5556
H -0.7015 0.0976 -1.5445
H -0.7896 -1.1548 -0.3038
H -0.0066 0.4790 1.4519
H -0.1340 1.7806 0.2002
H -2.1536 1.7812 0.6209
```

Values from the calculation:
E = -267.99285 hartree
HOMO-LUMO gap (spin up / spin down) = 9.989 / 5.642 eV
maximum force = 1.2 eV/Å
total charge = +1
spin multiplicity = 2



The following is a quantum chemistry calculation of a molecular structure, C3H6O2P at a distorted geometry, from the OMol25 dataset.

```
12
Properties=species:S:1:pos:R:3
C -0.4128 0.6849 -0.7831
C 1.0194 0.4133 -0.5090
C -1.1179 -0.2865 0.2364
O 0.8297 0.1470 2.3157
O 0.8794 -2.4974 0.7642
P 0.5335 -0.5926 1.0857
H -0.6928 1.6819 -0.4384
H -0.6457 0.4103 -1.8576
H 1.4202 -0.1135 -1.2606
H 1.5412 1.3565 -0.2466
H -1.9460 0.1904 0.8195
H -1.4082 -1.3943 -0.1262
```

Values from the calculation:
E = -609.73335 hartree
HOMO-LUMO gap = 7.899 eV
maximum force = 7.3 eV/Å
total charge = -1
spin multiplicity = 1



The following is a quantum chemistry calculation of 2 unconnected molecules or ions with the total composition C3H6O2P at a distorted geometry, from the OMol25 dataset.

```
12
Properties=species:S:1:pos:R:3
C 1.8328 -0.7299 0.2518
C 1.0629 -0.2105 -0.6890
C -1.7850 0.6087 0.8029
O -4.0617 0.8100 -0.6311
O -3.4241 -1.3075 0.8258
P -3.0156 -0.1678 -0.1598
H 2.6344 -1.4243 0.1765
H 1.7152 -0.4056 1.2133
H 1.1093 -0.4484 -1.7548
H -1.8966 1.6174 1.2193
H -1.0240 -0.0643 1.2460
H -2.3192 -0.6658 -1.3614
```

Values from the calculation:
E = -609.64638 hartree
HOMO-LUMO gap (spin up / spin down) = 7.445 / 6.617 eV
maximum force = 2.8 eV/Å
total charge = -1
spin multiplicity = 3



The following is a quantum chemistry calculation of a gas-phase ion, C3H6O2P (charge -1) at a distorted geometry, from the OMol25 dataset.

```
12
Properties=species:S:1:pos:R:3
C -0.8787 -1.1331 1.2578
C -0.6570 -0.9665 -0.0163
C 0.2158 1.5425 -0.7049
O 1.8069 -0.0920 0.8743
O 1.5821 -0.8770 -1.9143
P 0.8971 -0.1132 -0.3160
H -1.4749 -1.9110 1.8652
H -0.2939 -0.4777 2.0121
H -1.2249 -1.4371 -0.8054
H 0.7257 2.0431 -1.5404
H -0.8349 1.3459 -0.9310
H 0.1367 2.0761 0.2189
```

Values from the calculation:
E = -609.62354 hartree
HOMO-LUMO gap (spin up / spin down) = 4.110 / 7.117 eV
maximum force = 7.7 eV/Å
total charge = -1
spin multiplicity = 3



The following is a quantum chemistry calculation of a molecular structure, C3H6O2Rb at a distorted geometry, from the OMol25 dataset.

```
12
Properties=species:S:1:pos:R:3
O 2.3828 0.4336 0.2469
C 1.6032 -0.6541 -0.1047
C 0.1613 -0.3585 -0.5021
O -0.5695 0.0346 0.7109
C -1.7942 0.6095 0.2508
Rb 1.0338 2.5897 0.2782
H 1.5836 -1.4135 0.7300
H 2.0275 -1.2152 -0.9790
H -0.2831 -1.3214 -0.8434
H -2.2870 1.0670 1.1258
H -2.5341 -0.1993 0.0743
H -1.3242 0.4276 -0.9877
```

Values from the calculation:
E = -292.28166 hartree
HOMO-LUMO gap = 3.352 eV
maximum force = 3.0 eV/Å
total charge = -1
spin multiplicity = 1



The following is a quantum chemistry calculation of 2 unconnected molecules or ions with the total composition C3H6O2S at a distorted geometry, from the OMol25 dataset.

```
12
Properties=species:S:1:pos:R:3
C 0.2873 -1.2303 -0.3059
C -0.2620 0.0591 0.2754
C -1.0730 0.9984 -0.5625
O 2.2930 -0.4722 1.4779
O 2.0466 0.8848 -0.6103
S 1.5109 -0.0895 0.3317
H 0.3639 -2.1008 0.4584
H -0.1313 -1.4568 -1.3215
H -1.4071 -0.1918 2.5888
H -1.3161 2.0334 -0.2405
H -1.9740 0.3650 -0.8068
H -0.3382 1.2007 -1.2849
```

Values from the calculation:
E = -666.30167 hartree
HOMO-LUMO gap (spin up / spin down) = 9.367 / 8.347 eV
maximum force = 2.6 eV/Å
spin multiplicity = 1



The following is a quantum chemistry calculation of C3H6O2S in the gas phase at a distorted geometry, from the OMol25 dataset.

```
12
Properties=species:S:1:pos:R:3
C -1.2136 0.1610 0.7420
C -0.3384 -0.1659 -0.4083
O -0.5807 -1.4577 -0.8514
C 1.1376 0.1014 -0.2787
O 1.2863 1.4438 -0.5611
S 2.3682 -0.8516 0.2096
H -1.0884 1.2324 0.9931
H -0.9634 -0.4072 1.6450
H -2.2876 -0.0982 0.4796
H -0.6285 0.5870 -1.1552
H 0.0394 -2.0717 -0.3613
H 2.2692 1.5266 -0.4533
```

Values from the calculation:
E = -666.55549 hartree
HOMO-LUMO gap = 9.645 eV
maximum force = 2.7 eV/Å
SMILES string = C[C@H](O)C(O)=S
spin multiplicity = 1



The following is a quantum chemistry calculation of C3H6O2S2 in the gas phase at a distorted geometry, from the OMol25 dataset.

```
13
Properties=species:S:1:pos:R:3
O 1.2532 -1.4384 -1.1223
C 1.2293 -1.1521 0.0307
O 1.6926 -2.0391 1.0026
C 0.7011 0.1249 0.6564
C -0.7082 0.5835 0.2727
S -0.9367 0.5749 -1.5260
S -2.9049 0.9944 -1.7108
H 2.5684 -2.3054 0.6981
H 0.6843 -0.0625 1.7289
H 1.4877 0.8365 0.3945
H -0.8301 1.6161 0.6038
H -1.4297 -0.0635 0.7731
H -2.8069 2.3308 -1.8015
```

Values from the calculation:
E = -1064.76804 hartree
HOMO-LUMO gap = 9.633 eV
maximum force = 1.4 eV/Å
SMILES string = O=C(O)CCSS
spin multiplicity = 1



The following is a quantum chemistry calculation of 2 unconnected molecules or ions with the total composition C3H6O3 at a distorted geometry, from the OMol25 dataset.

```
12
Properties=species:S:1:pos:R:3
O 1.4499 2.1302 0.5532
C 2.6769 2.2867 0.1988
O 3.2969 3.2992 0.0350
C 0.8737 0.5693 0.7498
H 0.8917 0.2587 -0.3039
H 1.5244 0.3134 1.5988
C -0.5586 0.7026 1.2244
H -0.5905 0.8685 2.3097
H -1.0934 1.5080 0.7031
H -1.1223 -0.2033 0.9613
O 0.9723 -2.0628 1.0842
H 0.3526 -1.8530 1.7873
```

Values from the calculation:
E = -343.53947 hartree
HOMO-LUMO gap (spin up / spin down) = 6.882 / 6.117 eV
maximum force = 1.7 eV/Å
total charge = -1
spin multiplicity = 2